{"formula": "C30H38BrN2O4S3Sc", "method": "ωB97M-V/def2-TZVPD", "species": ["Sc", "O", "S", "C", "C", "C", "C", "S", "O", "C", "C", "C", "C", "C", "C", "C", "C", "C", "C", "C", "C", "H", "H", "H", "H", "H", "H", "H", "H", "H", "H", "H", "H", "H", "H", "H", "H", "H", "H", "C", "C", "C", "O", "H", "H", "H", "H", "H", "H", "C", "C", "C", "N", "C", "S", "N", "C", "O", "C", "C", "C", "C", "C", "C", "H", "H", "H", "H", "H", "H", "H", "H", "H", "H", "H", "H", "H", "H", "Br"], "coordinates": [[0.8825, -0.1488, -0.5030], [2.2136, -1.1370, 0.7809], [2.5112, -1.7921, 2.1715], [0.8833, -2.4371, 2.7283], [0.2568, -3.5962, 1.9413], [-1.2336, -3.9178, 2.1408], [-2.1957, -2.7314, 1.9265], [-2.1304, -1.8492, 0.3792], [-0.6670, -1.2760, 0.3095], [-2.2624, -3.0580, -0.8903], [-1.1255, -3.6260, -1.4055], [-1.2648, -4.6645, -2.3075], [-2.5247, -5.1548, -2.6407], [-3.6705, -4.5855, -2.0557], [-3.5821, -3.4867, -1.2268], [3.2690, -3.3066, 1.7771], [3.7403, -4.1385, 2.8021], [4.3834, -5.2852, 2.4989], [4.5543, -5.6549, 1.1552], [4.0630, -4.8693, 0.1170], [3.3979, -3.6374, 0.4439], [0.2809, -1.5061, 2.6490], [1.0442, -2.7661, 3.7685], [0.8429, -4.4984, 2.2083], [0.4050, -3.4756, 0.8430], [-1.4774, -4.2854, 3.1540], [-1.4362, -4.6948, 1.4059], [-2.0355, -1.9787, 2.7557], [-3.2257, -3.0260, 2.2125], [-0.1750, -3.2512, -1.0293], [-0.4226, -5.1696, -2.7233], [-2.5666, -6.0057, -3.3762], [-4.6563, -4.9721, -2.2366], [-4.4373, -3.0141, -0.7918], [3.6103, -3.8685, 3.8185], [4.8334, -5.9414, 3.2783], [5.1588, -6.4865, 0.9156], [4.1960, -5.0950, -0.9474], [2.9582, -2.9470, -0.2707], [2.6475, 0.0569, -4.3205], [2.5908, 0.5734, -2.9256], [2.8634, 1.9952, -2.6583], [2.3637, -0.1903, -1.9862], [1.9645, 0.6395, -4.9478], [2.3111, -0.9683, -4.3698], [3.6256, 0.2362, -4.7822], [3.9746, 2.1388, -2.6039], [2.3522, 2.3190, -1.7675], [2.6161, 2.5269, -3.5541], [-0.4342, 4.6924, -3.1044], [-1.6607, 4.1403, -2.4410], [-1.6392, 4.0424, -0.8883], [-0.2446, 3.6470, -0.4312], [-0.0145, 2.8296, 0.5597], [1.5669, 2.0036, 0.6201], [-0.9419, 2.4959, 1.4504], [-2.0651, 3.1249, 2.0336], [-2.9755, 2.4563, 2.4621], [-1.9594, 4.6213, 2.1804], [-0.7249, 5.2637, 2.3016], [-0.7278, 6.6289, 2.4610], [-1.9474, 7.3500, 2.4294], [-3.1624, 6.7205, 2.2791], [-3.1361, 5.3268, 2.1228], [-0.7303, 4.9874, -4.0923], [0.2750, 3.8501, -3.1507], [-0.0341, 5.6053, -2.6934], [-1.7947, 3.0632, -2.7930], [-2.6000, 4.6943, -2.7016], [-2.2101, 3.1519, -0.5837], [-1.9557, 4.9347, -0.4116], [0.5116, 3.7968, -1.0484], [-0.7336, 1.6848, 1.9358], [0.2252, 4.7766, 2.3761], [0.1969, 7.1710, 2.6338], [-1.9048, 8.3880, 2.7140], [-4.0765, 7.2673, 2.2754], [-4.0355, 4.7406, 1.9268], [-0.7721, 0.5524, -2.2829]], "charge": 2, "homo_lumo_gap_ev": 8.69, "e_lumo_ev": -5.19, "largest_force_ha_per_bohr": 0.0463}

{"formula": "C4H12", "method": "ωB97M-V/def2-TZVPD", "species": ["C", "C", "H", "H", "H", "H", "H", "H", "C", "C", "H", "H", "H", "H", "H", "H"], "coordinates": [[0.7952, 0.9240, 2.6027], [0.0355, 1.9850, 1.7632], [1.4851, 0.2766, 2.0462], [1.1938, 1.3717, 3.4640], [0.1295, 0.2229, 3.1210], [0.6803, 2.7099, 1.3403], [-0.6605, 2.4679, 2.5290], [-0.5647, 1.5841, 0.9719], [-0.7365, -2.1400, -2.5189], [-0.0946, -0.8912, -1.9074], [0.1010, -2.6879, -2.7848], [-1.4456, -2.5902, -1.8660], [-1.3378, -1.8362, -3.3245], [-0.1252, -0.0331, -2.6738], [1.0212, -0.9762, -1.8034], [-0.4767, -0.3873, -0.9594]], "de_lowest_kcal_mol": 20.0, "homo_lumo_gap_ev": 12.53, "e_lumo_ev": 1.11, "largest_force_ha_per_bohr": 0.0637}

What is the formula in the first record?
C30H38BrN2O4S3Sc

Please write out number 2 again, unchanged.
{"formula": "C4H12", "method": "ωB97M-V/def2-TZVPD", "species": ["C", "C", "H", "H", "H", "H", "H", "H", "C", "C", "H", "H", "H", "H", "H", "H"], "coordinates": [[0.7952, 0.9240, 2.6027], [0.0355, 1.9850, 1.7632], [1.4851, 0.2766, 2.0462], [1.1938, 1.3717, 3.4640], [0.1295, 0.2229, 3.1210], [0.6803, 2.7099, 1.3403], [-0.6605, 2.4679, 2.5290], [-0.5647, 1.5841, 0.9719], [-0.7365, -2.1400, -2.5189], [-0.0946, -0.8912, -1.9074], [0.1010, -2.6879, -2.7848], [-1.4456, -2.5902, -1.8660], [-1.3378, -1.8362, -3.3245], [-0.1252, -0.0331, -2.6738], [1.0212, -0.9762, -1.8034], [-0.4767, -0.3873, -0.9594]], "de_lowest_kcal_mol": 20.0, "homo_lumo_gap_ev": 12.53, "e_lumo_ev": 1.11, "largest_force_ha_per_bohr": 0.0637}